Entry 1:
# C25H15F6N5O6RuS2

A molecular structure, C25H15F6N5O6RuS2 at a distorted geometry (the ωB97M-V functional and the def2-TZVPD basis, the Open Molecules 2025 dataset).

Net charge: +1
<S²>: 0.756
Energy relative to the best compared isomer or geometry (same formula, charge and spin): 0.0 kJ/mol
2S+1: 2
LUMO level (spin up / spin down): -3.94 / -6.70 eV
HOMO-LUMO gap (spin up / spin down): 7.197 / 4.448 eV

Positions of all 60 atoms, in Å:
1 Ru -0.1822 0.1224 0.7050
2 S -1.5316 -0.4072 3.6780
3 S 0.6575 1.3673 3.5679
4 F -0.8261 -2.0981 5.5301
5 F 1.7634 1.2724 5.9237
6 F 3.1223 1.7033 4.2914
7 F -1.6157 -3.0040 3.7223
8 F 0.3855 -2.1811 3.7405
9 F 2.3864 -0.3103 4.5858
10 O -3.7813 -3.6558 -3.6046
11 O 0.5239 2.7829 3.5307
12 O 1.0768 0.7320 2.2935
13 O -1.4893 -0.4881 2.2028
14 O -2.8233 -0.3095 4.2413
15 O -4.9377 -1.7039 -3.7546
16 N -0.5316 0.6399 4.2588
17 N 0.6717 -1.7703 0.5744
18 N -1.4528 1.7579 0.3602
19 N -1.4029 -0.6960 -0.5555
20 N 1.0632 0.7217 -0.7067
21 C -2.4507 1.4367 -0.5089
22 C 3.8051 1.0508 -4.6243
23 C 2.2034 -3.5200 1.0431
24 C -3.3746 3.6272 -0.3095
25 C -1.2311 -2.0007 -0.8733
26 C -4.0995 -2.4990 -3.3376
27 C 3.2108 2.7811 -2.5084
28 C 2.6620 1.4972 -2.5722
29 C -3.3163 -0.5245 -1.9215
30 C 0.2958 -3.9495 -0.3463
31 C -3.4226 2.3554 -0.8630
32 C -2.3537 3.9459 0.5736
33 C -3.1404 -1.8555 -2.3005
34 C 2.0838 0.9795 4.6798
35 C 1.7792 1.0676 -1.5394
36 C -0.8551 -2.0377 4.2138
37 C 4.0641 3.1875 -3.5165
38 C -2.4271 0.0445 -1.0330
39 C -2.0987 -2.6065 -1.7608
40 C 4.3573 2.3254 -4.5672
41 C -1.4062 2.9838 0.8813
42 C -0.0603 -2.6177 -0.1998
43 C 1.7821 -2.2074 1.1652
44 C 2.9532 0.6233 -3.6237
45 C 1.4407 -4.4052 0.2907
46 H 5.0247 2.6517 -5.3528
47 H -4.1491 0.0097 -2.3573
48 H -2.0112 -3.6377 -2.0732
49 H -4.2049 2.0782 -1.5535
50 H 3.1062 -3.8388 1.5416
51 H -4.1281 4.3579 -0.5672
52 H 4.4994 4.1758 -3.4852
53 H 2.9707 3.4383 -1.6846
54 H 2.5120 -0.3631 -3.6538
55 H -0.3103 -4.6106 -0.9470
56 H -0.5961 3.1891 1.5686
57 H 4.0385 0.3922 -5.4483
58 H 2.3198 -1.4823 1.7620
59 H 1.7357 -5.4405 0.1958
60 H -2.2845 4.9224 1.0285

Entry 2:
# C2H7N2OS

2 unconnected molecules or ions with the total composition C2H7N2OS at a distorted geometry (the ωB97M-V functional and the def2-TZVPD basis, the Open Molecules 2025 dataset).

Net charge: +1
Energy relative to the best compared isomer or geometry (same formula, charge and spin): 227.0 kJ/mol
LUMO level: -4.14 eV
HOMO-LUMO gap: 9.323 eV

Positions of all 13 atoms, in Å:
1 S -2.9837 -1.1185 -0.2533
2 O -1.4301 -1.7186 -0.6757
3 N 1.8859 -0.8669 -0.1491
4 N -0.4778 0.3198 -0.0834
5 C -0.7488 1.6537 0.4174
6 C -1.3662 -0.5277 -0.2084
7 H -1.6862 1.6229 0.8995
8 H -0.8318 2.2153 -0.4250
9 H 1.0033 -0.3167 0.0446
10 H 1.8854 -1.2661 -1.1313
11 H 2.5653 -0.1534 -0.0040
12 H 2.0415 -1.6509 0.4796
13 H 0.1433 1.8070 1.0894

Entry 3:
# C10H10O2

C10H10O2 in the gas phase at a distorted geometry (the ωB97M-V functional and the def2-TZVPD basis, the Open Molecules 2025 dataset).

Energy relative to the best compared isomer or geometry (same formula, charge and spin): 613.5 kJ/mol
SMILES: C=CCc1ccc2c(c1)OCO2
LUMO level: 0.90 eV
HOMO-LUMO gap: 8.935 eV

Positions of all 22 atoms, in Å:
1 O 3.4763 1.0198 0.2400
2 O 2.9429 -1.2545 0.2057
3 C -0.4813 -0.2573 -0.3212
4 C 1.7731 -0.5440 -0.0339
5 C -0.2786 1.1115 -0.2843
6 C -2.8154 -0.0460 0.6440
7 C 0.6449 -1.0902 -0.1801
8 C -4.1355 0.2610 0.1031
9 C 4.1199 -0.3570 0.0234
10 C 2.0392 0.8704 0.1682
11 C -1.8722 -0.8742 -0.1316
12 C 0.9526 1.8317 -0.0926
13 H -1.1177 1.6962 -0.6476
14 H 4.8560 -0.6140 1.0451
15 H -2.4371 0.1232 1.6306
16 H 4.7060 -0.3912 -1.0913
17 H -4.8057 0.7036 0.7881
18 H -1.8763 -1.8133 0.3898
19 H -2.2722 -1.0919 -1.1602
20 H -4.8449 -0.0564 -0.9829
21 H 0.5043 -2.1837 -0.1335
22 H 0.9219 2.9563 -0.1787